# 1
Density functional theory data (ωB97M-V/def2-TZVPD) for a structure of composition C14H25B2Br2F14N2O5PS at a distorted geometry.

Each line ends with the Mulliken charge.
Positions of all 66 atoms, in Å:
Br  -0.32068  -7.22675  2.39114  -0.139
Br  0.13616  -3.71630  1.33984  -0.037
S  -5.58096  1.90180  -2.10483  1.453
P  -0.26255  -2.36503  -1.22153  0.570
F  -5.23332  3.42398  -1.88032  -0.300
F  -5.64400  2.15464  -3.65573  -0.292
F  -5.09491  1.74489  2.66499  -0.291
F  -6.62511  1.77199  0.31539  -0.284
F  -5.07280  3.58498  0.83134  -0.306
F  -2.35157  0.63171  3.07106  -0.328
F  3.93886  0.62011  -2.94036  -0.410
F  -6.01523  0.39565  -2.35234  -0.314
F  -3.33049  2.79894  -0.14468  -0.272
F  -4.05954  1.50008  -2.26245  -0.274
F  -5.20756  0.25640  -0.06732  -0.236
F  -3.24151  2.84060  2.51972  -0.298
F  -4.02179  -0.47780  2.27631  -0.343
F  -7.11649  2.26626  -1.99016  -0.309
O  4.89059  0.29157  1.25503  -0.677
O  1.08114  -0.80499  0.46864  -0.113
O  3.44326  3.27037  -1.18708  -0.520
O  5.82142  0.95167  -0.79839  -0.627
O  2.66535  3.11441  1.06182  -0.473
N  3.44823  0.05668  -0.67966  0.441
N  -0.36531  -1.79523  -2.69059  -0.885
C  3.50709  -0.37140  -2.04280  0.139
C  1.49071  0.53332  0.70564  -0.704
C  2.36975  1.05747  -0.42742  -0.573
C  -4.41764  2.44095  0.55151  0.757
C  1.41948  -4.96896  2.10139  -0.708
C  -3.17224  0.53840  1.98885  0.860
C  1.21930  -6.36514  1.57666  -0.591
C  -0.22635  -0.90277  -0.05690  -0.619
C  -1.30591  -0.92187  1.06135  -1.013
C  -5.43645  1.55350  -0.23310  0.422
C  -3.97139  1.88284  1.93681  0.511
C  -2.32726  0.19016  0.78535  -0.781
C  4.33395  -1.64412  -2.22321  -1.467
C  2.31504  4.50190  1.09766  -0.761
B  2.86142  2.54520  -0.17190  0.705
B  4.74290  0.43641  -0.10287  0.902
H  5.21267  -1.46895  -2.84438  0.413
H  -1.80367  -1.88907  1.09788  0.705
H  1.60939  4.73545  0.30034  0.301
H  0.88389  -3.14496  -1.09231  0.061
H  -0.76766  -0.76843  1.99198  0.438
H  2.39719  -4.58918  1.81150  0.349
H  -1.40812  -3.13242  -0.94482  0.093
H  -0.40640  -0.05943  -0.72802  0.432
H  1.31109  -4.90335  3.17856  0.412
H  4.60817  -2.08627  -1.26792  0.364
H  -2.90588  -0.09314  -0.08966  0.298
H  5.83484  0.23938  1.43983  0.276
H  1.74625  1.09201  -1.32989  0.220
H  1.82841  4.69504  2.04836  0.248
H  -1.75166  1.08029  0.52562  0.336
H  1.06193  -6.39082  0.50357  0.354
H  4.22186  3.72510  -0.84500  0.302
H  0.64656  1.20714  0.88366  0.241
H  2.07323  0.54695  1.62788  0.376
H  6.05903  0.44597  -1.58130  0.285
H  2.07085  -6.99060  1.83427  0.382
H  3.73374  -2.37927  -2.75595  0.373
H  3.18937  5.13739  0.96405  0.302
H  2.48214  -0.60534  -2.34024  0.392
H  -1.21082  -2.10005  -3.15478  0.235

Properties
Spin multiplicity: 1
E_HOMO in eV: -8.327

# 2
Density functional theory data (ωB97M-V/def2-TZVPD) for a structure of composition C15H12GdN2O5 at a distorted geometry.

Each line ends with the Mulliken charge.
Positions of all 35 atoms, in Å:
Gd  2.39981  0.07808  -2.53014  1.024
O  0.47549  -0.17736  -1.41871  -0.750
O  5.63366  1.04475  -4.42190  0.036
O  0.30540  -2.36034  -4.48933  -0.047
O  3.68092  -3.09502  -1.37336  -0.013
O  0.32226  2.30545  -4.40055  -0.003
N  -0.40981  0.04941  0.77718  0.339
N  0.15316  0.16841  2.02348  0.062
C  -0.59187  0.29456  3.26191  -0.887
C  -4.48704  0.26543  -0.36433  -0.410
C  0.61068  -0.09668  -0.11872  1.750
C  1.02918  -1.63232  -3.97037  0.375
C  -1.81300  0.09792  0.46821  0.794
C  2.42791  0.09266  3.09158  -1.772
C  1.00753  1.49054  -3.96754  0.219
C  1.49088  0.05771  1.93006  -0.074
C  -3.60468  -0.61090  -1.00711  -0.824
C  1.82465  -0.09013  0.60671  -0.486
C  -2.27701  -0.68757  -0.59591  -0.176
C  4.64901  0.68924  -3.94868  0.128
C  -2.67925  1.00342  1.08792  -0.231
C  3.25812  -2.16745  -1.91734  0.307
C  -4.01619  1.07198  0.68080  -0.730
H  -5.53266  0.31563  -0.67963  0.436
H  2.41633  1.04360  3.64510  0.432
H  0.12485  0.20546  4.08598  0.337
H  -3.94532  -1.23887  -1.82834  0.405
H  2.83087  -0.22230  0.19342  0.011
H  -4.69691  1.75682  1.18493  0.427
H  3.44808  -0.01991  2.69826  0.363
H  -1.08097  1.27019  3.34552  0.329
H  2.28711  -0.72931  3.81029  0.436
H  -1.58297  -1.34335  -1.11089  0.431
H  -1.34785  -0.49002  3.38034  0.426
H  -2.31035  1.66025  1.87116  0.334

Properties
Spin multiplicity: 8
Energy relative to the best compared isomer or geometry (same formula, charge and spin) in kcal per mole: 0.0
Total charge: +3
E_HOMO (spin up / spin down) in eV: -18.062 / -17.030

# 3
Density functional theory data (ωB97M-V/def2-TZVPD) for the molecule C9H9IN3OP at a distorted geometry.

Each line ends with the Mulliken charge.
Positions of all 24 atoms, in Å:
I  2.95474  -0.97625  -3.70994  -0.041
P  2.09660  0.88520  -2.36627  0.271
O  3.19381  1.12891  -1.22053  -0.317
N  -0.26396  -0.15215  -1.79380  -0.135
N  -1.52542  -0.62466  2.93988  -0.633
N  0.68971  0.85237  -1.67122  -0.398
C  -0.89977  -1.00587  1.84554  -0.305
C  -2.64600  1.03991  1.66458  -0.470
C  -0.36654  -1.01381  -0.60457  0.265
C  2.84849  0.46678  -0.03272  -0.244
C  1.05128  -1.39876  -0.27398  -0.662
C  1.90759  -0.43146  -0.10850  -0.008
C  -1.98209  0.63581  0.51623  -0.375
C  -2.38603  0.37693  2.85180  -0.326
C  -1.08681  -0.42329  0.59229  0.532
H  -3.35453  1.85350  1.63227  0.382
H  -1.16280  0.25416  -2.03334  0.307
H  -0.92938  -1.89751  -0.93128  0.307
H  -2.87979  0.65798  3.77348  0.358
H  -0.20569  -1.82675  1.96908  0.414
H  2.46136  1.99325  -3.10941  0.101
H  1.35384  -2.43062  -0.35962  0.335
H  -2.17126  1.14865  -0.41732  0.284
H  3.30266  0.88769  0.84732  0.359

Properties
Spin multiplicity: 1
Energy relative to the best compared isomer or geometry (same formula, charge and spin) in kcal per mole: 25.0
SMILES string: I[P@H]1=NN[C@H](c2cccnc2)C=C=CO1
E_HOMO in eV: -8.303

# 4
Density functional theory data (ωB97M-V/def2-TZVPD) for a cluster of 2 separate species, C5H14NO2 in total at a distorted geometry.

Each line ends with the Mulliken charge.
Positions of all 22 atoms, in Å:
O  1.42816  -1.58220  -0.31219  -0.598
O  0.23611  -2.42082  -2.39591  -0.708
N  1.90345  1.03583  -0.08824  -0.319
C  -0.35017  1.45336  1.02063  -0.698
C  -2.79802  1.09379  0.56719  -0.779
C  -1.71732  0.88803  1.29869  -0.202
C  0.35218  0.51540  0.02466  -0.016
C  0.53135  -0.98442  0.56941  -0.667
H  2.38109  0.54323  -0.71565  0.296
H  2.39307  1.06370  0.73047  0.288
H  0.22992  1.34873  1.90455  0.392
H  -3.68551  0.49520  0.50816  0.300
H  -2.80523  1.80131  -0.26669  0.239
H  -0.33632  2.57440  0.78313  0.402
H  1.78738  1.99604  -0.47555  0.381
H  0.88230  -0.80899  1.55895  0.426
H  0.95953  -2.12433  -0.97065  0.453
H  -0.31915  -3.12015  -2.22627  0.328
H  -0.35259  -1.60232  0.45997  0.356
H  0.92472  -2.83459  -3.08482  0.368
H  0.06922  0.45275  -1.03532  0.402
H  -1.71415  0.21605  2.14547  0.356

Properties
Spin multiplicity: 1
Energy relative to the best compared isomer or geometry (same formula, charge and spin) in kcal per mole: 69.4
Total charge: +1
E_HOMO in eV: -13.370

Q: Look up the spin multiplicity of the third one.
A: 1

Q: Among the records above, which one has the highest spin multiplicity?
A: C15H12GdN2O5